(1)
{
  "formula": "C23H26NO3Rh",
  "method": "ωB97M-V/def2-TZVPD",
  "homo_lumo_gap_ev": [4.92, 3.22],
  "multiplicity": 5,
  "homo_energy_ev": [-4.6, -7.3],
  "s2": 6.01,
  "de_lowest_kcal_mol": 65.2,
  "elements": ["C", "C", "C", "H", "C", "C", "H", "C", "C", "C", "H", "C", "C", "H", "H", "H", "H", "H", "H", "Rh", "C", "C", "C", "H", "H", "H", "H", "H", "H", "C", "C", "H", "H", "O", "N", "C", "H", "C", "C", "H", "C", "H", "C", "H", "C", "H", "C", "H", "H", "H", "O", "C", "O", "H"],
  "coordinates": [[1.625, 0.702, 1.049], [1.462, 0.014, -0.166], [1.733, 0.908, -1.216], [1.268, -1.050, -0.293], [2.104, 2.140, -0.659], [2.020, 2.025, 0.745], [2.487, 2.979, -1.258], [-1.147, -2.669, 1.118], [-0.342, -3.646, 0.467], [-0.564, -3.539, -0.933], [0.333, -4.337, 0.957], [-1.475, -2.458, -1.144], [-1.859, -1.946, 0.128], [1.864, 0.635, -2.267], [2.347, 2.782, 1.468], [1.537, 0.239, 2.037], [-2.563, -1.132, 0.280], [-0.099, -4.141, -1.711], [-1.215, -2.480, 2.181], [0.328, 1.597, -0.077], [-1.862, -1.822, -2.456], [-3.267, -1.205, -2.357], [-1.770, -2.833, -3.608], [-3.984, -1.993, -2.091], [-3.578, -0.764, -3.314], [-3.288, -0.425, -1.578], [-2.388, -3.719, -3.417], [-0.726, -3.153, -3.743], [-2.106, -2.372, -4.549], [-0.766, -0.704, -2.715], [-1.135, 0.749, -2.603], [-0.360, -0.844, -3.719], [0.110, -0.927, -2.069], [-1.181, 1.313, -1.459], [-1.377, 1.507, -3.715], [-0.430, 2.598, -4.099], [-2.353, 1.795, -3.790], [0.911, 2.015, -4.468], [2.098, 2.756, -4.349], [2.044, 3.780, -3.962], [3.313, 2.178, -4.745], [4.235, 2.760, -4.662], [3.345, 0.874, -5.260], [4.291, 0.443, -5.593], [2.157, 0.148, -5.390], [2.154, -0.873, -5.768], [0.941, 0.753, -5.055], [-0.007, 0.255, -5.263], [-0.309, 3.338, -3.292], [-0.871, 3.110, -4.966], [-1.546, 1.419, 0.911], [-1.789, 2.642, 0.661], [-0.910, 3.306, 0.029], [-2.765, 3.108, 0.937]],
  "forces_ev_per_a": [[2.2782, -2.5879, 2.8065], [2.0614, -4.1151, 0.6202], [2.8834, -0.7895, -2.2131], [-0.0679, 0.2747, 0.1696], [4.2880, 2.1106, -1.8293], [3.1102, 1.7601, 1.9480], [-0.2952, -0.3772, 0.5169], [0.0234, -0.0142, -0.3116], [-0.3064, 0.2828, -0.2959], [0.2730, 0.0848, 0.5696], [-0.1065, 0.0648, -0.0768], [-0.3843, 0.5305, -1.0749], [0.2341, 0.0628, 0.3313], [-0.7567, 0.3291, 0.3084], [-0.4984, -0.3356, -0.3359], [-0.0378, 0.4291, -0.3758], [0.3604, -0.1118, 0.1235], [-0.1552, 0.1894, 0.2795], [0.0917, -0.0924, -0.0835], [-10.2390, 1.3230, -3.3235], [-0.0956, -0.1729, 0.0797], [0.0217, -0.0965, 0.2833], [0.0144, -0.1637, 0.1047], [-0.0255, 0.1768, -0.0736], [0.2276, -0.0891, 0.2705], [-0.0495, -0.1731, -0.4418], [0.0703, 0.1091, -0.0894], [-0.2966, 0.0381, -0.0515], [0.1311, -0.0696, 0.3335], [0.8581, 0.3644, -0.2332], [0.6102, -1.3651, 0.6306], [-0.3658, -0.3212, 0.0271], [-0.4273, 0.1842, -0.0635], [-0.2017, -0.0443, 0.5912], [-0.4691, 0.9023, -2.5012], [-0.7060, -0.4091, 0.5870], [0.3848, 0.2508, 0.0231], [0.1487, 0.3280, -0.5627], [-0.0948, -0.5455, 0.0004], [0.1506, -0.4369, -0.0553], [-0.2553, 0.0850, -0.0757], [-0.2875, -0.2400, -0.0456], [-0.0754, 0.1188, 0.1476], [-0.2512, 0.0859, 0.2307], [-0.1208, 0.4775, -0.0146], [0.1138, 0.2509, -0.0793], [0.4843, -0.2753, -0.0871], [0.3665, 0.1470, 0.1774], [-0.0073, -0.1260, -0.0873], [0.1004, -0.0675, 0.1779], [-2.0413, 1.1713, 2.1089], [0.5421, -0.2279, -0.6057], [-1.7252, 1.3930, 1.6950], [0.5147, -0.2771, -0.1544]]
}

---

(2)
{
  "formula": "C3H5N3O",
  "method": "ωB97M-V/def2-TZVPD",
  "smiles": "Cc1ncnn1O",
  "homo_lumo_gap_ev": 10.04,
  "homo_energy_ev": -9.3,
  "de_lowest_kcal_mol": 92.9,
  "elements": ["C", "C", "N", "C", "N", "N", "O", "H", "H", "H", "H", "H"],
  "coordinates": [[1.748, -0.401, 0.044], [0.266, -0.456, -0.032], [-0.598, -1.497, -0.163], [-1.837, -0.773, 0.048], [-1.755, 0.427, 0.058], [-0.496, 0.695, 0.112], [-0.119, 1.940, -0.096], [2.140, -1.466, -0.314], [2.191, 0.539, -0.518], [2.236, -0.178, 1.033], [-2.749, -1.257, 0.078], [-1.027, 2.429, -0.251]],
  "forces_ev_per_a": [[2.2810, -0.3059, -1.0980], [-1.5727, 0.2768, 0.1083], [-0.3310, 3.0268, 1.8446], [2.0005, -8.4624, -1.7370], [-1.3956, 6.9173, 1.0009], [2.0609, -2.5879, -0.3074], [-1.2439, 3.7971, -0.5881], [-0.5493, 2.6151, 0.5213], [-1.0080, -2.2054, 0.3049], [-1.1808, -0.6590, -0.4106], [-1.5662, -1.1368, -0.0803], [2.5053, -1.2758, 0.4414]]
}

---

(3)
{
  "formula": "C20H30As2KN5O8",
  "method": "ωB97M-V/def2-TZVPD",
  "homo_lumo_gap_ev": 7.65,
  "homo_energy_ev": -8.3,
  "de_lowest_kcal_mol": 9.1,
  "elements": ["K", "N", "C", "C", "C", "C", "N", "H", "H", "H", "H", "H", "H", "H", "H", "H", "H", "H", "H", "C", "O", "C", "O", "C", "C", "As", "C", "C", "C", "As", "C", "C", "O", "O", "C", "C", "O", "O", "C", "C", "O", "O", "C", "H", "H", "H", "H", "H", "H", "H", "H", "H", "H", "H", "H", "H", "H", "H", "H", "H", "H", "N", "C", "N", "C", "N"],
  "coordinates": [[-1.522, 0.209, 2.255], [-1.345, 2.845, 1.070], [-2.313, 3.192, 0.024], [-3.427, 2.154, -0.020], [-4.255, 2.111, 1.262], [-5.121, 0.864, 1.375], [-4.287, -0.353, 1.407], [-1.657, 3.135, 1.994], [-0.462, 3.309, 0.902], [-1.788, 3.193, -0.933], [-2.743, 4.193, 0.156], [-2.953, 1.181, -0.197], [-4.083, 2.344, -0.876], [-4.891, 2.999, 1.312], [-3.608, 2.156, 2.143], [-5.850, 0.838, 0.556], [-5.687, 0.904, 2.305], [-4.081, -0.667, 0.465], [-4.794, -1.108, 1.852], [-2.637, -3.452, 0.181], [-1.796, -2.288, 0.271], [-0.504, -2.522, -0.082], [-0.127, -3.565, -0.536], [0.266, -1.273, 0.179], [1.432, -1.236, 0.849], [2.578, -2.747, 0.363], [4.326, -2.266, 1.099], [2.718, -1.789, -1.409], [1.869, -0.949, -2.013], [0.291, 0.054, -1.251], [-1.117, -0.706, -2.390], [2.163, -0.553, -3.422], [2.974, -1.059, -4.151], [1.385, 0.481, -3.803], [1.586, 0.929, -5.150], [3.932, -2.379, -2.086], [3.937, -3.540, -2.391], [5.051, -1.650, -2.169], [5.043, -0.249, -1.874], [2.025, 0.095, 1.193], [3.118, 0.498, 0.881], [1.179, 0.779, 1.969], [1.663, 2.040, 2.461], [-3.649, -3.106, 0.371], [-2.341, -4.183, 0.930], [-2.564, -3.900, -0.808], [4.331, -2.610, 2.133], [4.567, -1.210, 1.054], [5.060, -2.852, 0.544], [-0.988, -1.777, -2.538], [-1.072, -0.198, -3.350], [-2.084, -0.508, -1.928], [0.882, 1.742, -5.299], [1.395, 0.117, -5.850], [2.608, 1.278, -5.282], [6.083, 0.017, -1.707], [4.459, -0.021, -0.984], [4.664, 0.308, -2.730], [0.859, 2.448, 3.067], [1.904, 2.698, 1.627], [2.555, 1.882, 3.064], [-1.831, 2.351, 4.127], [-1.141, 1.707, 4.816], [-0.350, 0.983, 5.564], [-0.042, -0.160, 4.976], [0.205, -1.160, 4.435]],
  "forces_ev_per_a": [[-0.0258, -0.2180, 0.0239], [0.0163, 0.0041, -0.0423], [-0.0060, -0.0339, 0.0094], [0.0019, -0.0026, 0.0045], [0.0261, 0.0081, 0.0098], [-0.0119, -0.0176, -0.0339], [-0.0179, 0.0182, 0.0243], [0.0061, -0.0001, 0.0008], [-0.0101, 0.0151, -0.0125], [0.0001, 0.0051, -0.0008], [-0.0084, -0.0010, 0.0044], [-0.0060, 0.0034, -0.0018], [0.0047, 0.0068, -0.0018], [-0.0116, -0.0067, -0.0092], [0.0013, -0.0045, 0.0023], [-0.0059, 0.0054, 0.0094], [0.0098, 0.0075, 0.0073], [0.0129, 0.0007, 0.0011], [-0.0014, -0.0015, -0.0001], [-0.0732, 0.0535, -0.0113], [0.1818, -0.2306, 0.0244], [-0.1800, 0.1478, 0.1468], [0.0236, -0.0221, -0.0440], [0.0845, 0.0819, -0.1084], [-0.0419, -0.0142, 0.0334], [-0.0364, 0.0221, -0.0131], [0.0113, -0.0406, 0.0052], [0.0019, 0.0000, -0.0148], [0.0339, -0.0340, 0.0091], [0.0519, 0.0128, -0.0437], [0.0038, 0.0204, -0.0106], [-0.0344, -0.0045, 0.0007], [0.0016, 0.0089, 0.0036], [0.0061, -0.0056, -0.0047], [0.0046, 0.0039, 0.0052], [0.0093, 0.0410, -0.0425], [0.0041, 0.0029, 0.0313], [-0.0238, -0.0201, 0.0092], [0.0116, 0.0067, 0.0095], [0.0395, -0.0475, 0.0547], [-0.0254, 0.0347, -0.0150], [-0.0240, 0.1030, 0.0103], [0.0338, -0.0029, -0.0106], [0.0031, -0.0019, 0.0109], [0.0087, -0.0032, -0.0120], [-0.0083, 0.0137, -0.0067], [0.0069, 0.0062, 0.0019], [-0.0214, -0.0152, -0.0075], [0.0101, 0.0050, 0.0047], [0.0038, 0.0078, -0.0053], [-0.0145, -0.0042, 0.0035], [0.0005, 0.0026, 0.0089], [-0.0002, 0.0009, -0.0019], [-0.0022, 0.0006, 0.0007], [-0.0011, -0.0002, -0.0005], [-0.0012, -0.0013, 0.0062], [0.0029, 0.0001, -0.0029], [-0.0002, -0.0088, 0.0005], [-0.0033, 0.0032, -0.0010], [-0.0012, 0.0007, 0.0011], [-0.0041, -0.0033, 0.0052], [0.0351, 0.0183, 0.0477], [-0.0035, 0.1464, 0.0374], [0.0146, -0.0375, -0.0876], [-0.0837, -0.0341, 0.0167], [0.0207, -0.0022, -0.0393]]
}